Record 1
Here is a structure of composition C9H21F3O3P2Pr from OMol25. Energies are from the ωB97M-V functional and the def2-TZVPD basis.

Geometry as XYZ:
```
39
Properties=species:S:1:pos:R:3:forces:R:3:mulliken_charge:R:1
Pr -0.5687 0.1045 0.2102 -0.6008 0.7867 -3.0926 0.07
H -2.7903 0.2148 2.7926 0.0582 0.0654 -0.0356 0.04
H -2.5710 0.9288 2.8263 0.0102 -0.0773 -0.0381 0.03
P -1.3326 -2.2917 -0.0592 -0.3527 -1.8244 -0.3336 1.05
P 0.1759 2.5230 0.1675 0.8785 1.8761 -0.1553 1.02
C 1.7281 2.8379 0.9428 1.0338 0.8299 0.3823 -1.19
H 1.9781 3.8784 0.7201 0.4364 0.0134 0.2911 0.45
H 1.6579 2.6929 2.0290 0.0033 0.1362 -0.2399 0.36
H 2.5200 2.1757 0.5669 -0.2907 0.2433 -0.0089 0.26
C 0.3051 2.9823 -1.5539 0.0979 0.4249 -0.6022 -1.22
H -0.6548 2.8544 -2.0736 0.2487 0.0770 0.2085 0.37
H 0.5992 4.0343 -1.5549 0.0015 0.0631 -0.4128 0.45
H 1.0603 2.3792 -2.0773 -0.1737 0.1746 0.2418 0.36
C -1.0585 3.5555 0.9157 -0.5005 0.8068 0.3294 -1.26
H -1.1101 3.3832 1.9995 0.0880 0.1314 -0.2482 0.36
H -0.7489 4.5815 0.7190 -0.3702 0.3095 0.2374 0.41
H -2.0585 3.3796 0.4908 0.3664 0.0763 0.0114 0.37
C -1.2695 -2.6453 -1.8095 -0.0716 -0.4287 -0.6023 -1.22
H -1.6590 -3.6597 -1.9172 -0.0016 -0.0416 -0.4174 0.45
H -1.8850 -1.9376 -2.3823 0.1241 -0.2168 0.2340 0.35
H -0.2414 -2.5910 -2.1933 -0.2844 -0.0291 0.2023 0.36
C -0.3714 -3.5036 0.7885 0.2556 -1.2775 0.3415 -1.27
H -0.4696 -3.3891 1.8761 -0.0528 -0.1041 -0.2548 0.37
H -0.7587 -4.4760 0.4764 0.3511 -0.3275 0.3243 0.43
H 0.6959 -3.4263 0.5359 -0.3420 -0.0305 -0.0662 0.34
C -3.0272 -2.4330 0.4602 -0.8214 -0.4196 0.1910 -1.28
H -3.6664 -1.6735 -0.0134 0.2524 -0.2687 0.0193 0.37
H -3.3490 -3.4300 0.1605 -0.5108 -0.0436 0.1756 0.41
H -3.1132 -2.3249 1.5496 0.0139 -0.1464 -0.2379 0.35
C 0.8671 -0.4026 1.7199 11.2703 -4.6974 12.7976 0.40
O 1.6483 -0.6948 2.6261 -6.1532 2.3542 -6.8641 -0.26
H -1.7633 0.5045 -0.9077 -4.2329 1.2514 -3.3618 -0.05
F 4.0924 -1.7471 -0.5765 -0.1963 0.8326 0.0933 -0.27
C 3.5113 -0.5404 -0.7284 -0.5155 -0.0297 -0.8289 0.85
F 3.1368 -0.1015 0.5118 0.2132 -0.1395 -0.4360 -0.20
F 4.4161 0.3423 -1.2030 -0.4303 -0.6255 0.4891 -0.26
C 2.2913 -0.6719 -1.8042 0.8960 1.0261 4.3861 0.22
O 2.6734 -0.9839 -2.8436 1.0531 -1.3146 -4.5574 -0.47
O 1.1101 -0.4290 -1.3871 -1.7515 0.5634 1.8379 -0.57
```
Positions in Å, forces in eV/Å.

Output
- charge = +1
- 2S+1 = 3
- Kohn-Sham gap (alpha / beta) (eV) = 6.125 / 6.132
- LUMO energy (alpha / beta) (eV) = -5.53 / -5.43
- energy (eV) = -56601.588


Record 2
Here is a structure of composition C9H21I2O2P2Ru from OMol25. Energies are from the ωB97M-V functional and the def2-TZVPD basis.

Geometry as XYZ:
```
37
Properties=species:S:1:pos:R:3:forces:R:3:mulliken_charge:R:1
C -0.0003 -0.1045 -6.4852 0.0163 -0.9827 -0.1103 -0.90
C 0.0109 0.7491 -5.3178 -0.0170 5.9229 -0.0688 0.58
H -0.0001 0.4471 -7.4386 0.0120 0.5828 0.5513 0.37
H -0.9422 -0.6702 -6.4447 0.4692 -0.4458 -0.0325 0.38
H 0.9323 -0.6862 -6.4515 -0.4856 -0.4351 -0.0390 0.38
O 0.0146 1.8492 -4.9300 0.0058 -4.1933 -0.7637 -0.15
I -0.0102 -0.9479 -3.2659 -0.0052 -0.8286 0.2568 0.02
Ru -0.0011 -0.0880 -0.8216 -0.0016 -2.8975 -0.4661 -0.04
P 2.2531 -0.1964 -0.4000 3.6518 0.0886 0.1530 0.84
C 3.0565 1.0505 0.6826 -0.5217 0.1317 -0.2766 -1.10
C 2.8994 -1.7468 0.3033 -0.7242 -0.2166 -0.4024 -1.23
H 3.9760 -1.6723 0.1846 0.2198 -0.1059 0.2321 0.41
H 4.2987 -0.0300 -1.6467 -0.3805 0.0508 -0.1182 0.46
H 2.5456 -2.6281 -0.2463 0.0607 0.1589 0.1119 0.38
H 3.0315 -0.7701 -2.6977 0.0705 0.0484 0.4261 0.37
H 2.7501 0.9382 1.7270 0.0334 0.0754 -0.1296 0.38
H 2.6167 -1.8546 1.3577 0.3172 -0.0012 -0.1211 0.50
C 3.2373 0.0042 -1.9472 -0.1789 -0.3849 0.0163 -1.30
H 4.1444 0.9212 0.6065 -0.2662 -0.1145 0.0152 0.43
H 3.0085 0.9591 -2.3996 0.0577 0.3779 -0.0457 0.38
H 2.8134 2.0570 0.3242 0.0571 -0.0969 0.1910 0.41
P -2.2539 -0.1553 -0.3960 -3.7429 0.1491 0.1789 0.84
C -3.0362 1.1089 0.6847 0.5384 0.1042 -0.2807 -1.10
C -3.2383 0.0599 -1.9430 0.1700 -0.3908 0.0138 -1.30
H -2.5957 -2.5805 -0.2393 -0.0596 0.1654 0.1265 0.38
H -4.0059 -1.5961 0.1928 -0.2190 -0.0961 0.2326 0.41
H -2.6498 -1.8043 1.3660 -0.3093 0.0053 -0.1306 0.49
C -2.9309 -1.6922 0.3116 0.7456 -0.2256 -0.4140 -1.23
H -3.0457 -0.7192 -2.6924 -0.0677 0.0615 0.4272 0.37
H -4.3016 0.0444 -1.6449 0.4113 0.0432 -0.1043 0.46
H -4.1273 1.0025 0.6102 0.2863 -0.1302 0.0088 0.43
H -2.7725 2.1093 0.3241 -0.0584 -0.0877 0.1970 0.41
H -2.9928 1.0107 -2.3957 -0.0514 0.3702 -0.0513 0.38
H -2.7303 0.9905 1.7288 -0.0363 0.0857 -0.1312 0.38
C 0.0166 1.7122 -0.4338 0.0917 9.1277 2.2564 0.25
O 0.0286 2.8473 -0.1024 -0.0602 -5.6487 -1.7142 -0.21
I 0.0014 -0.9561 1.7115 -0.0293 -0.2677 0.0055 0.45
```
Positions in Å, forces in eV/Å.

Output
- charge = +3
- 2S+1 = 5
- Kohn-Sham gap (alpha / beta) (eV) = 7.787 / 6.059
- LUMO energy (alpha / beta) (eV) = -11.19 / -14.02
- energy (eV) = -51099.623


Record 3
Here is the molecule C9H21N2O6PS from OMol25. Energies are from the ωB97M-V functional and the def2-TZVPD basis.

Geometry as XYZ:
```
40
Properties=species:S:1:pos:R:3:forces:R:3:mulliken_charge:R:1
C 4.9837 -1.6637 0.4329 -0.2590 0.3229 -0.4171 -1.25
C 3.7297 -1.2663 -0.3348 0.0982 0.0170 0.3961 -0.22
O 3.5642 0.1452 -0.3923 -0.4746 -0.4922 0.0959 -0.40
C 2.9721 0.6889 0.7727 0.5822 0.8374 -0.2106 -0.70
C 1.7900 1.5589 0.4173 -0.3489 -0.4766 0.6059 -0.77
N 0.4847 0.8145 0.4038 0.1906 1.2911 -1.0159 0.11
C -0.5814 1.8227 0.5593 -0.0716 -0.3189 0.3987 -0.88
C -1.9683 1.2397 0.3467 -0.3814 0.5648 0.6818 0.16
C -2.6196 0.6858 1.6338 0.1813 -0.5068 -0.9434 -1.09
C -2.5399 -0.8481 1.6685 -0.3435 0.2115 -0.0873 -0.79
S -3.8969 -1.5469 0.7105 -0.0848 0.1960 -0.0160 1.17
O -4.4183 -0.5908 -0.2029 0.3810 0.9870 -1.3717 -0.61
O -4.8677 -2.0682 1.5838 -0.6464 -1.0581 1.6800 -0.63
O -3.2723 -2.7475 -0.1244 0.1787 0.3393 0.1441 -0.46
C 0.4285 0.2131 -0.8990 -0.4687 2.8994 1.9670 0.42
O 0.7118 -0.8854 -1.0679 0.8867 -3.9931 -1.2132 -0.46
O 0.1012 1.0942 -1.9047 -0.7277 0.1742 -0.8740 -0.30
P -1.0003 0.6046 -3.0296 -0.7305 -0.5831 -0.1845 0.22
N -1.9156 -0.5852 -2.6479 0.0279 0.0402 -0.1554 -0.61
H 4.8159 -1.6424 1.5042 -0.0175 -0.1687 0.1926 0.28
H 5.7817 -0.9610 0.2193 0.2155 0.0443 -0.1734 0.28
H 5.2784 -2.6492 0.0988 0.2174 -0.3351 0.2325 0.43
H 3.7298 -1.6363 -1.3509 0.2546 0.0951 -0.3398 0.42
H 2.8653 -1.7275 0.1364 -0.2867 0.0033 0.0512 0.29
H 3.7155 1.3397 1.2385 0.1257 0.0609 0.1298 0.42
H 2.6966 -0.0494 1.5209 -0.1437 -0.3220 -0.0901 0.38
H 1.9508 2.0612 -0.5346 0.1652 0.0660 -0.1947 0.38
H 1.6871 2.3437 1.1582 -0.0495 0.0606 0.2836 0.53
H -0.5366 2.1699 1.5883 0.1977 0.0311 0.2146 0.52
H -0.3924 2.7145 -0.0383 -0.0522 -0.0312 -0.4262 0.41
H -2.0181 0.4740 -0.4176 0.1495 -0.0879 -0.2072 -0.17
H -2.6054 2.0462 -0.0011 -0.1179 0.1706 -0.2126 0.41
H -2.1630 1.0849 2.5320 0.1541 0.0704 0.1366 0.51
H -3.6534 0.9958 1.6121 -0.3624 -0.0036 0.3105 0.40
H -1.5998 -1.1936 1.2627 0.2491 -0.2137 -0.0280 0.35
H -2.7015 -1.2109 2.6750 0.0681 -0.3205 0.1088 0.46
H -3.6334 -2.6380 -1.0185 0.3026 -0.0882 -0.1715 0.37
H -1.7508 1.7660 -3.2853 0.6018 0.2790 -0.0157 0.08
H -0.2682 0.3347 -4.1964 0.4482 0.3570 0.3650 0.09
H -2.8839 -0.2876 -2.6293 -0.1089 -0.1195 0.3536 0.24
```
Positions in Å, forces in eV/Å.

Output
- SMILES = CCOCCN(CCCCS(=O)(=O)O)C(=O)O[PH2]=N
- charge = 0
- Kohn-Sham gap (eV) = 10.365
- LUMO energy (eV) = 0.69
- energy (eV) = -45061.150


Record 4
Here is a cluster of 2 separate species, C9H21N4O3 in total from OMol25. Energies are from the ωB97M-V functional and the def2-TZVPD basis.

Geometry as XYZ:
```
37
Properties=species:S:1:pos:R:3:forces:R:3:mulliken_charge:R:1
C -0.4115 -3.4445 1.8385 -0.3374 1.4989 -0.5700 -0.76
C -1.8613 -3.0174 1.7415 1.5221 -2.3491 0.4358 0.46
N -2.7977 -3.9494 1.8370 -0.8338 1.4222 -0.2527 -0.55
C -3.9598 -3.2373 1.7190 1.2009 -2.5634 0.3201 0.53
N -5.1192 -3.8793 1.7523 -0.5082 0.9200 -0.0921 -0.36
N -3.6973 -1.9540 1.5739 -1.5894 1.3230 -0.2291 -0.10
N -2.3476 -1.7979 1.5709 0.7816 -0.0775 0.1433 0.06
H 0.1905 -2.6214 1.4212 0.1596 -0.4403 0.1970 0.21
H -0.2825 -4.3470 1.2316 -0.0234 0.2085 0.3325 0.30
H -0.1249 -3.6030 2.8852 -0.1668 -0.0832 -0.3075 0.28
H -5.9934 -3.3774 1.7035 0.0125 -0.3832 -0.0249 0.22
H -5.0857 -4.8887 1.7605 -0.0944 0.1827 0.0824 0.26
H -4.3870 -1.2204 1.4807 0.4990 0.2643 -0.0594 0.20
H -1.8134 -0.9451 1.4534 -0.5058 0.1488 -0.0283 0.24
C -0.4710 2.0584 -3.3297 0.0782 0.1118 0.0469 -0.76
O 0.2858 2.3254 -2.1673 0.0247 -0.3004 -0.0230 -0.25
C -0.4055 1.9805 -0.9840 0.2818 0.4545 -0.1527 -0.55
C 0.5666 1.7897 0.1646 -0.1337 -0.2108 0.0987 -0.46
O 1.2140 0.5178 0.1501 -0.1688 0.0947 -0.0507 -0.41
C 2.2186 0.3446 -0.8522 0.1552 -0.2570 0.1291 -0.41
C 3.4952 1.1067 -0.5634 -0.0479 0.2953 -0.3746 -0.61
O 3.3500 2.4678 -0.9321 -0.1733 0.0383 0.2383 -0.26
C 4.2876 3.3016 -0.2807 -0.0641 -0.0359 -0.1277 -0.78
H -1.4031 2.6336 -3.3302 -0.0552 -0.0661 -0.0472 0.32
H 0.1236 2.3496 -4.1932 0.0207 0.0483 0.0704 0.25
H -0.6928 0.9874 -3.4079 -0.1076 0.0108 -0.0062 0.32
H -0.9818 1.0563 -1.1342 -0.0157 -0.0273 0.0356 0.31
H -1.0958 2.8015 -0.7460 -0.1471 -0.1255 0.1396 0.44
H -0.0073 1.8096 1.0964 0.0053 -0.0487 -0.0040 0.42
H 1.2925 2.6013 0.2192 -0.0181 0.0281 -0.2230 0.19
H 1.8286 0.5719 -1.8448 0.0724 0.2089 0.0255 0.20
H 2.4555 -0.7220 -0.8356 -0.0097 0.0190 0.0871 0.38
H 4.3153 0.6820 -1.1562 0.0334 -0.1844 0.1384 0.44
H 3.7389 1.0238 0.5027 0.0016 -0.0728 0.0009 0.36
H 4.1500 3.2611 0.8057 0.1141 -0.0324 0.0213 0.33
H 4.1153 4.3236 -0.6124 -0.0156 -0.0513 -0.0646 0.24
H 5.3107 3.0104 -0.5381 0.0529 0.0310 0.0948 0.32
```
Positions in Å, forces in eV/Å.

Output
- charge = +1
- Kohn-Sham gap (eV) = 8.368
- LUMO energy (eV) = -3.06
- energy (eV) = -21768.483


Record 5
Here is a cluster of 2 separate species, C9H21NOP in total from OMol25. Energies are from the ωB97M-V functional and the def2-TZVPD basis.

Geometry as XYZ:
```
33
Properties=species:S:1:pos:R:3:forces:R:3:mulliken_charge:R:1
C 0.0098 -0.3785 -2.7494 -0.3622 0.1522 0.9188 -1.70
C -1.4204 -1.8775 -1.5044 1.5647 -2.9195 -1.3162 -1.76
C 1.1872 -2.3414 -1.4622 -1.0012 -2.1350 0.5020 -1.45
C -0.9217 1.8876 1.2971 -4.5130 -0.9753 -3.4859 -1.54
C -2.0021 0.0897 2.6897 4.1117 -4.9894 -0.9204 -2.06
C 0.5130 0.4982 2.4595 -2.8390 -4.6932 -0.0932 -1.82
C 0.1477 -0.4594 -0.2799 -2.9146 -1.5108 -0.2161 -0.53
C 0.0255 -1.3100 -1.5170 -2.1194 -0.4203 -0.7942 2.01
C -0.8272 0.3902 1.7257 -0.1368 2.8603 -0.1661 1.62
N -0.8264 -0.4527 0.5218 -0.2806 0.2333 1.4991 -0.19
O 2.7074 1.5779 0.3709 0.0495 -0.7161 1.6018 -0.55
P 2.8648 2.0559 -1.0538 1.4404 0.4021 -1.3712 -0.28
H 0.3704 -0.9332 -3.5377 0.3512 -1.4804 -2.2722 0.50
H -0.9372 0.1347 -3.0442 0.5669 -0.6753 0.6755 0.32
H 0.7547 0.3433 -2.6687 1.3270 1.7275 0.4039 0.30
H -1.7092 -2.6944 -2.2735 1.1502 0.7728 1.2520 0.30
H -2.0677 -1.1317 -1.7836 -1.5678 2.0221 -0.1475 0.41
H -1.5882 -2.1356 -0.4940 -0.8337 -0.9011 0.7659 0.42
H 1.0862 -3.0150 -0.4564 0.3461 1.8591 -2.1949 0.27
H 1.1923 -3.1757 -2.3201 0.1015 2.2405 1.5229 0.32
H 2.0650 -1.6809 -1.4205 0.3544 -0.9161 -0.1116 0.41
H -1.3829 2.6014 1.9294 -0.7167 0.2002 1.3972 0.42
H -0.0227 2.2933 1.0906 3.3392 0.9666 -0.9018 0.46
H -1.5477 2.0400 0.2788 1.1888 -0.5820 2.0292 0.23
H -2.9417 0.1282 2.3428 -3.3260 -0.1135 -2.3291 0.53
H -2.0357 0.7924 3.4046 0.5834 2.2516 3.1919 0.53
H -1.8468 -1.0181 3.0961 -0.3505 2.3323 -0.3950 0.27
H 0.5334 1.2406 3.1344 0.0052 2.6201 2.4410 0.49
H 0.6644 -0.4632 2.9136 0.2826 -0.6141 0.9409 0.37
H 1.2599 0.5639 1.7986 2.8987 0.8914 -2.5841 0.57
H 0.9728 0.1240 -0.1903 2.8600 1.8307 0.4397 0.25
H 3.8083 3.2615 -1.1284 -0.1346 -0.7944 0.2017 -0.02
H 1.9146 3.0445 -1.1696 -1.4256 1.0736 -0.4842 -0.10
```
Positions in Å, forces in eV/Å.

Output
- charge = -1
- Kohn-Sham gap (eV) = 6.255
- LUMO energy (eV) = 3.34
- relative energy (zero: lowest compared OMol25 entry of this formula, charge and spin) (eV) = 0.731
- energy (eV) = -22497.625


Record 6
Here is the ion C9H22BClNO2P2 with charge -1 from OMol25. Energies are from the ωB97M-V functional and the def2-TZVPD basis.

Geometry as XYZ:
```
38
Properties=species:S:1:pos:R:3:forces:R:3:mulliken_charge:R:1
C -1.8832 -3.7343 -1.4359 0.6338 -0.4681 -1.5386 -1.00
C -0.5576 -2.7483 -1.6970 0.7718 -2.4424 1.7328 0.14
Cl -0.7165 -1.8391 -3.3021 0.0217 -0.7202 1.2823 -0.19
C -0.1662 -1.8400 -0.3988 0.1072 -1.5474 -0.1597 -0.53
B -0.6498 -0.2752 -0.4293 1.3103 -0.5853 0.8121 -0.47
C 0.3771 0.7307 -1.2952 1.8535 0.4681 -0.7930 -0.13
C 0.6843 2.1515 -0.5184 -4.4413 2.5964 -1.7815 -0.04
O -0.2632 3.1022 -0.6060 5.8897 -4.8174 1.1246 -0.63
N 2.0162 2.2889 0.1851 -1.9532 1.1795 -1.5142 0.35
C 3.0640 2.4463 -0.8946 1.5154 -0.2678 -0.4305 -0.94
C 2.0343 3.4143 1.1952 0.7888 0.0911 1.1496 -0.87
P -2.5037 0.0002 -0.8601 -0.2917 3.9818 -4.0742 0.56
O -2.6088 0.8234 -2.2425 -0.3267 -2.4809 3.2318 -0.72
P -0.4629 0.3512 1.4137 0.2794 0.4989 1.9434 0.51
C -1.9953 -0.2253 2.4604 0.0161 -0.6132 0.5823 -0.95
C 1.0104 -0.6025 2.2545 -0.2652 -0.9397 1.3255 -1.04
H -1.8059 -4.5640 -2.2912 -0.3094 1.7038 1.8246 0.33
H -1.8159 -4.3126 -0.4076 -0.1396 1.5286 -2.0085 0.25
H -2.9022 -3.1886 -1.6146 2.0148 -0.9574 0.6548 0.25
H 0.3433 -3.5180 -1.8469 -1.9912 1.7067 0.0174 0.34
H 1.0090 -1.9119 -0.2210 -2.4262 0.1384 -0.4776 0.18
H -0.6630 -2.3657 0.5473 0.9790 0.7733 -1.9841 0.05
H 1.4083 0.1440 -1.3897 -1.9547 1.1866 0.2826 0.07
H -0.0045 0.8649 -2.4065 0.6429 0.2839 2.4311 0.20
H 3.2446 1.4065 -1.4514 -0.5649 2.3842 1.1971 0.24
H 2.8184 3.2884 -1.6923 0.3336 -1.6573 1.5836 0.32
H 4.1069 2.7465 -0.3979 -2.3196 -0.7006 -0.9158 0.35
H 2.6416 4.3177 0.7606 -1.4610 -1.3562 0.8607 0.33
H 0.9688 3.7074 1.6155 2.2167 -0.6708 -1.3849 0.27
H 2.6524 3.0165 2.1334 -1.1997 0.8369 -1.9387 0.24
H -3.3122 -1.1911 -0.8445 0.1820 0.4430 0.3447 -0.06
H -3.0943 0.8967 0.1427 0.1440 -1.1256 -0.3575 -0.03
H -2.7256 0.6872 2.5918 1.4578 -1.9359 -0.1913 0.27
H -2.5609 -1.1232 1.9519 0.9356 1.5914 1.1682 0.23
H -1.5538 -0.5630 3.5148 -1.2187 0.6860 -2.1585 0.34
H 0.8725 -1.7809 2.1892 0.5850 2.3196 0.0276 0.21
H 2.0594 -0.2551 1.8712 -2.0987 -0.6764 0.5472 0.23
H 0.9341 -0.3460 3.4163 0.2826 -0.4360 -2.4155 0.35
```
Positions in Å, forces in eV/Å.

Output
- charge = -1
- Kohn-Sham gap (eV) = 7.026
- LUMO energy (eV) = 3.07
- energy (eV) = -47048.581